Record 1
ORCA calculation (the ωB97M-V functional and the def2-TZVPD basis) on 2 unconnected molecules or ions with the total composition C5H10NOP in a non-equilibrium geometry.

Cartesian coordinates (Å):
1 C -1.61317 -0.53012 0.23474
2 C 2.97669 1.15809 0.50163
3 C -3.98010 -0.56542 -0.53501
4 C 2.31209 0.57455 -0.75939
5 C -2.92580 -0.25750 0.47083
6 N -0.41884 -0.61822 0.14862
7 O 2.44315 -0.87760 -0.83680
8 P 1.71070 -1.72048 0.37353
9 H 2.80951 0.64846 1.47892
10 H 4.12803 1.14449 0.33551
11 H 2.66515 2.26281 0.65120
12 H -4.59796 -1.29652 -0.22766
13 H -4.45605 0.28829 -0.98889
14 H -3.57006 -1.16469 -1.37436
15 H 2.83101 0.80416 -1.76566
16 H 1.33517 0.94391 -0.63627
17 H -3.38265 0.12721 1.37250
18 H 1.73312 -0.92140 1.55656

Calculated values
**Energy**: -667.70282 Ha
**LUMO level (alpha / beta)**: -0.0317 / -0.0402 Ha
**HOMO-LUMO gap (alpha / beta)**: 6.1 / 5.5 eV



Record 2
ORCA calculation (the ωB97M-V functional and the def2-TZVPD basis) on C18H21N5O4S2 in the gas phase in a non-equilibrium geometry.

Cartesian coordinates (Å):
1 C -3.60906 -0.99236 2.94357
2 O -4.02967 -0.90186 1.59727
3 C -3.09071 -0.93324 0.62316
4 C -1.72766 -1.08800 0.85424
5 C -0.83828 -1.07428 -0.19955
6 S 0.91184 -1.24277 0.15389
7 O 1.09754 -1.12823 1.57536
8 O 1.37455 -2.42564 -0.50205
9 N 1.55229 0.09741 -0.63187
10 C 1.49788 1.30228 0.18074
11 C 0.08545 1.74205 0.35839
12 C -0.64882 1.77020 1.50295
13 C -1.97151 2.22675 1.30082
14 C -2.22141 2.53725 0.00441
15 S -0.84567 2.29119 -0.99507
16 C 2.74927 -0.15042 -1.40446
17 C 3.98550 -0.55072 -0.57909
18 C 4.65768 0.59438 0.19353
19 C 6.14241 0.26171 0.05907
20 C 6.17393 -0.35283 -1.33692
21 O 4.96858 -1.08249 -1.46045
22 C -1.25649 -0.94242 -1.50748
23 C -2.60745 -0.78941 -1.75715
24 C -3.51983 -0.77595 -0.70834
25 N -4.86632 -0.56352 -1.01828
26 C -6.01598 -0.84301 -0.34884
27 N -7.02262 -0.44331 -1.07644
28 N -6.50063 0.08197 -2.17986
29 N -5.24179 0.02000 -2.17138
30 H -2.92395 -0.18107 3.20053
31 H -4.51827 -0.90483 3.53610
32 H -3.13147 -1.95430 3.14664
33 H -1.32188 -1.19985 1.84529
34 H 1.93522 1.12496 1.17086
35 H 2.06879 2.07947 -0.33373
36 H -0.25310 1.46868 2.45607
37 H -2.69919 2.32576 2.08661
38 H -3.12909 2.90405 -0.43165
39 H 2.96119 0.73200 -2.01491
40 H 2.52638 -0.99065 -2.06420
41 H 3.67253 -1.35438 0.10278
42 H 4.32706 0.64000 1.22822
43 H 4.44907 1.55038 -0.29074
44 H 6.78688 1.13293 0.15021
45 H 6.43343 -0.48127 0.80158
46 H 7.00174 -1.04641 -1.49386
47 H 6.21836 0.43355 -2.10561
48 H -0.53209 -0.94654 -2.30366
49 H -2.98194 -0.65752 -2.75995
50 H -6.07269 -1.31969 0.60324

Calculated values
**Energy**: -2069.54303 Ha
**LUMO level**: -0.0029 Ha
**HOMO-LUMO gap**: 8.8 eV



Record 3
ORCA calculation (the ωB97M-V functional and the def2-TZVPD basis) on 8 unconnected molecules or ions with the total composition C3H21NO8S in a non-equilibrium geometry.

Cartesian coordinates (Å):
1 C -2.25397 -0.96613 -1.55618
2 O -1.98327 -1.99230 -0.59473
3 C -0.96792 -0.56266 -2.30814
4 C -0.43185 0.70228 -1.73696
5 S -1.25774 2.26213 -2.53100
6 N 0.10469 -1.70801 -2.18259
7 H -2.98318 -1.35664 -2.16430
8 H -2.64322 -0.10542 -1.19304
9 H -1.24072 -0.43839 -3.37904
10 H 0.60922 0.64814 -1.92960
11 H -0.50749 0.74669 -0.77256
12 H -0.10625 -2.03562 -1.19372
13 H -0.06597 -2.46717 -2.68741
14 H -0.32959 1.15638 3.17324
15 H 0.81703 0.19189 2.86689
16 O 0.68141 1.05437 3.43011
17 H -1.81086 1.85245 1.31431
18 H -1.49879 0.15525 1.83895
19 O -1.76219 1.21090 2.10919
20 H 2.21961 2.98673 -0.50143
21 H 1.55257 2.90159 -1.92084
22 O 2.22144 3.37409 -1.39414
23 H 1.46718 -2.03921 2.26436
24 H 0.22527 -1.43433 1.68599
25 O 1.21199 -1.17034 1.98667
26 H 2.73196 1.06264 0.83538
27 H 1.58976 1.82384 1.55573
28 O 2.36562 1.92515 0.96613
29 H -1.60948 -1.47695 2.48027
30 H -1.73723 -1.53472 0.35822
31 O -1.20907 -1.28652 1.75109
32 H 2.04730 -1.14555 0.54585
33 H 1.96687 -1.30815 -0.88377
34 O 2.58687 -1.02643 -0.23289

Calculated values
**Energy**: -1181.72684 Ha
**Multiplicity**: 2
**LUMO level (alpha / beta)**: 0.1031 / 0.0072 Ha
**HOMO-LUMO gap (alpha / beta)**: 9.7 / 6.9 eV
**Total charge**: -1



Record 4
ORCA calculation (the ωB97M-V functional and the def2-TZVPD basis) on a molecular structure, C4H12N3O in a non-equilibrium geometry.

Cartesian coordinates (Å):
1 N 1.13589 -0.19348 1.73920
2 C 1.29811 -1.51881 1.09895
3 C 0.40901 -1.51458 -0.10476
4 N 0.82334 -0.48711 -0.99188
5 C -0.17864 0.34164 -1.58383
6 C -0.92945 1.01560 -0.44396
7 N -2.24933 1.24290 -0.61122
8 O -0.42186 1.12257 0.66729
9 H 0.62764 -0.20590 2.61151
10 H 1.99140 0.31483 2.00147
11 H 0.58763 0.44050 1.07472
12 H 2.30203 -1.61414 0.81453
13 H 1.13355 -2.38109 1.70696
14 H 0.32126 -2.49923 -0.58966
15 H -0.62431 -1.35847 0.25821
16 H 1.74343 -0.36318 -1.31396
17 H 0.28320 1.12002 -2.14854
18 H -0.77675 -0.29860 -2.23502
19 H -2.72879 1.75500 0.13534
20 H -2.68647 1.02516 -1.46914

Calculated values
**Energy**: -398.88624 Ha
**LUMO level**: -0.0982 Ha
**HOMO-LUMO gap**: 10.3 eV
**Total charge**: +1



Record 5
ORCA calculation (the ωB97M-V functional and the def2-TZVPD basis) on 2 unconnected molecules or ions with the total composition C5H12NO in a non-equilibrium geometry.

Cartesian coordinates (Å):
1 C -1.31366 -1.23142 -0.38552
2 O -1.24776 0.06055 -0.07795
3 C -2.23351 -2.04805 0.56050
4 H -0.32893 -1.70677 -0.30474
5 H -1.66343 -1.46180 -1.44635
6 H -2.33005 -3.14621 0.29418
7 H -3.16351 -1.51517 0.49158
8 H -1.93313 -1.86623 1.57583
9 N 0.86436 2.49344 0.99035
10 C 1.42291 1.05868 0.87587
11 C 1.36765 0.50824 -1.56507
12 C 2.08102 0.76886 -0.42556
13 H -0.12873 2.31891 1.28326
14 H 0.77398 2.84083 -0.00694
15 H 0.47764 0.48885 0.96641
16 H 2.13531 0.82987 1.70471
17 H 1.75457 0.57152 -2.59860
18 H 0.28308 0.28945 -1.48099
19 H 3.18221 0.74643 -0.45095

Calculated values
**Energy**: -327.63792 Ha
**LUMO level**: 0.1570 Ha
**HOMO-LUMO gap**: 7.0 eV
**Total charge**: -1



Record 6
ORCA calculation (the ωB97M-V functional and the def2-TZVPD basis) on C7H17NO in the gas phase in a non-equilibrium geometry.

Cartesian coordinates (Å):
1 C 0.09937 -0.91514 1.51356
2 C -0.17443 0.23596 0.56505
3 C 1.26970 1.32234 0.50166
4 C 1.27852 2.23057 1.71978
5 O 2.46331 0.58156 0.39247
6 C -0.44573 -0.10258 -0.84035
7 C 0.56264 -0.98226 -1.55249
8 C -2.03367 -0.94131 -0.81781
9 N -2.61269 -1.11649 -2.11904
10 H 0.85663 -1.58864 1.11886
11 H -0.81222 -1.48035 1.70039
12 H 0.44156 -0.53607 2.47732
13 H -0.96325 0.87877 0.96177
14 H 1.21743 1.91650 -0.41424
15 H 0.43492 2.91712 1.68508
16 H 1.21622 1.65074 2.64268
17 H 2.19808 2.82088 1.76013
18 H 2.57590 0.07644 1.20580
19 H -0.63122 0.80871 -1.41670
20 H 0.26364 -1.13293 -2.59030
21 H 1.54121 -0.50620 -1.56277
22 H 0.64720 -1.95666 -1.07591
23 H -1.86972 -1.92057 -0.36858
24 H -2.71752 -0.36546 -0.19266
25 H -2.79153 -0.22689 -2.57096
26 H -2.01438 -1.66803 -2.72275

Calculated values
**Energy**: -406.86239 Ha
**LUMO level**: 0.0336 Ha
**HOMO-LUMO gap**: 9.0 eV